Molecular formula: C44H118N10O12
Method: DFT, wB97M-V/def2-TZVPD

Geometry (Å):
1 C 5.0359 2.1843 3.8107
2 O 4.4682 1.5965 2.6489
3 C 5.3750 1.2688 1.6294
4 C 4.5938 0.8242 0.3916
5 C 4.0614 -0.5675 0.6238
6 N 5.4502 0.8150 -0.8042
7 H 4.2301 2.5974 4.4103
8 H 5.8066 2.9164 3.5614
9 H 5.4974 1.3738 4.3835
10 H 5.9347 2.1873 1.3762
11 H 6.1981 0.5869 1.8902
12 H 3.8190 1.5677 0.1987
13 H 3.2601 -0.8397 -0.0676
14 H 3.6893 -0.6905 1.6418
15 H 4.7994 -1.3581 0.4563
16 H 5.8773 1.7160 -0.9869
17 H 6.2006 0.1446 -0.6701
18 C -0.8499 0.0160 4.8749
19 O -1.6528 -1.0564 4.3870
20 C -2.2894 -1.7168 5.4715
21 C -2.7415 -3.1252 5.0486
22 C -1.6042 -4.0903 4.8669
23 N -3.4319 -3.0503 3.7226
24 H -1.3622 0.7808 5.4578
25 H -0.2563 0.4462 4.0707
26 H -0.0894 -0.4564 5.5075
27 H -1.5886 -1.8201 6.3065
28 H -3.1884 -1.1596 5.7531
29 H -3.4822 -3.4235 5.7947
30 H -1.9446 -5.0157 4.4078
31 H -1.2371 -4.3500 5.8660
32 H -0.8016 -3.6561 4.2710
33 H -2.7842 -2.4480 3.2027
34 H -4.2322 -2.4137 3.7344
35 C -1.5541 -2.1038 -1.8732
36 O -1.4778 -0.9242 -1.0888
37 C -0.4532 -0.9646 -0.1206
38 C -0.2884 0.4190 0.4886
39 C 0.9323 0.4812 1.3837
40 N -1.4481 0.8002 1.2811
41 H -2.2197 -1.8821 -2.7070
42 H -1.8543 -2.9779 -1.2923
43 H -0.5612 -2.1841 -2.3313
44 H -0.8416 -1.6040 0.6884
45 H 0.4763 -1.4318 -0.4719
46 H -0.1349 1.1880 -0.2752
47 H 1.8069 0.4960 0.7271
48 H 1.0082 -0.3950 2.0334
49 H 0.9922 1.3935 1.9717
50 H -1.4480 0.3405 2.1928
51 H -2.3199 0.3946 0.9313
52 C -4.2917 -1.2989 0.4683
53 O -4.2803 0.0412 0.9621
54 C -5.4111 0.4148 1.7112
55 C -6.7461 0.4393 0.9499
56 C -6.6866 1.1604 -0.4038
57 N -7.7321 1.0883 1.8400
58 H -3.7057 -1.2758 -0.4488
59 H -5.2810 -1.6049 0.1239
60 H -3.8431 -1.9708 1.2012
61 H -5.5472 -0.1494 2.6358
62 H -5.2652 1.4955 1.8280
63 H -7.0542 -0.5995 0.7930
64 H -7.6824 1.2480 -0.8426
65 H -6.0520 0.5483 -1.0480
66 H -6.3611 2.1992 -0.3169
67 H -7.4068 2.0368 2.0196
68 H -8.5740 1.2319 1.2918
69 C 2.8473 1.3349 -2.9620
70 O 2.7338 0.4214 -4.0404
71 C 3.6636 -0.6444 -3.9495
72 C 3.2326 -1.8788 -3.1412
73 C 4.2434 -3.0217 -3.2159
74 N 1.9259 -2.3888 -3.6418
75 H 3.8352 1.5641 -2.5602
76 H 2.2988 0.9349 -2.0940
77 H 2.3792 2.2831 -3.2294
78 H 3.8771 -0.9851 -4.9703
79 H 4.6369 -0.2724 -3.6096
80 H 3.0262 -1.5128 -2.1326
81 H 4.4740 -3.2610 -4.2530
82 H 3.8540 -3.8929 -2.6922
83 H 5.1541 -2.7794 -2.6636
84 H 1.4077 -1.5761 -3.9620
85 H 2.0957 -2.9049 -4.5038
86 C 3.3711 7.3490 1.5984
87 O 3.8109 6.2531 0.8176
88 C 3.0677 5.0838 0.9540
89 C 1.8297 5.0694 0.0223
90 C 1.3548 3.6426 -0.2681
91 N 2.1332 5.7155 -1.2777
92 H 2.3249 7.5559 1.3340
93 H 4.0185 8.2040 1.4516
94 H 3.3012 7.0331 2.6470
95 H 3.6648 4.1866 0.7573
96 H 2.7492 4.8451 1.9791
97 H 1.0141 5.6102 0.5160
98 H 2.2153 3.0237 -0.5341
99 H 0.5218 3.6504 -0.9628
100 H 1.0616 3.2017 0.6936
101 H 1.3872 6.3826 -1.4472
102 H 2.9595 6.2938 -1.1379
103 C -5.0446 -1.9804 -2.8154
104 O -6.1332 -1.9044 -3.6842
105 C -6.6422 -3.1495 -4.1269
106 C -5.5742 -3.9113 -4.9308
107 C -5.0024 -3.0315 -6.0463
108 N -6.0452 -5.1393 -5.5903
109 H -4.7904 -1.0384 -2.3313
110 H -4.1390 -2.3470 -3.3095
111 H -5.2629 -2.6580 -1.9772
112 H -6.9118 -3.7683 -3.2631
113 H -7.5315 -2.9636 -4.7263
114 H -4.7487 -4.1683 -4.2620
115 H -4.3906 -2.2222 -5.6396
116 H -5.8627 -2.5857 -6.5573
117 H -4.3917 -3.5328 -6.7924
118 H -6.1529 -5.8780 -4.9029
119 H -6.9392 -4.9700 -6.0389
120 C -4.1732 2.7272 -4.2272
121 O -2.7920 2.8260 -4.1669
122 C -2.1679 1.5774 -3.8103
123 C -0.6782 1.6000 -4.0878
124 C -0.2957 1.9731 -5.4821
125 N -0.2577 0.2236 -3.7470
126 H -4.6787 3.6342 -4.5664
127 H -4.6689 2.4833 -3.2775
128 H -4.4687 1.9770 -4.9768
129 H -2.4756 1.3981 -2.7759
130 H -2.6495 0.8469 -4.4730
131 H -0.1668 2.2731 -3.3830
132 H 0.7739 1.8327 -5.6684
133 H -0.5771 3.0102 -5.6591
134 H -0.6888 1.2780 -6.2320
135 H 0.7558 0.1708 -3.6408
136 H -0.5873 0.1120 -2.7856
137 C 8.1120 4.5249 5.0918
138 O 7.1549 4.2243 6.0732
139 C 5.8637 4.6551 5.7171
140 C 4.9207 4.3637 6.8691
141 N 3.5592 4.7958 6.6013
142 C 2.7796 3.9945 5.6681
143 C 1.4178 4.6570 5.5240
144 O 0.3962 3.8345 5.0197
145 C 0.5411 3.5781 3.6439
146 H 8.5783 5.5087 5.2294
147 H 7.6817 4.4137 4.0939
148 H 8.9802 3.8664 5.1819
149 H 5.4763 4.1084 4.8488
150 H 5.8106 5.7217 5.4856
151 H 5.2696 4.9127 7.7456
152 H 4.9483 3.3030 7.1485
153 H 3.0314 5.0357 7.4226
154 H 2.6513 2.9976 6.1163
155 H 3.2801 3.8609 4.7083
156 H 1.4791 5.6336 5.0254
157 H 1.0644 4.9551 6.5176
158 H 0.4721 4.4866 3.0328
159 H -0.2253 2.8628 3.3519
160 H 1.5166 3.1503 3.3752
161 C -1.7789 -3.9701 -4.8987
162 O -1.6363 -4.5582 -3.6377
163 C -1.4971 -5.9683 -3.7453
164 C -1.1969 -6.6539 -2.4173
165 N 0.2032 -7.0143 -2.1861
166 C 1.1289 -5.8857 -2.0264
167 C 0.8705 -4.9457 -0.8585
168 O 1.1744 -5.6416 0.3364
169 C 1.1211 -4.8052 1.4685
170 H -2.0320 -2.9127 -4.8668
171 H -2.5819 -4.4546 -5.4789
172 H -0.8850 -4.1387 -5.5144
173 H -0.7704 -6.2565 -4.5148
174 H -2.4907 -6.3137 -4.0701
175 H -1.8684 -7.5048 -2.3003
176 H -1.4605 -5.9961 -1.5862
177 H 0.5725 -7.5055 -2.9924
178 H 1.1795 -5.2908 -2.9478
179 H 2.1347 -6.3021 -1.9347
180 H -0.1768 -4.6391 -0.8460
181 H 1.4173 -4.0043 -0.9699
182 H 1.1346 -5.3858 2.3897
183 H 0.1721 -4.2627 1.5541
184 H 1.9404 -4.0835 1.4434

The calculation puts the HOMO-LUMO gap at 9.047 eV. As for the relative energy (zero: lowest compared OMol25 entry of this formula, charge and spin): 21.43 kcal per mole. Its SMILES is COC[C@H](C)N.COC[C@H](C)N.COC[C@H](C)N.COC[C@H](C)N.COC[C@H](C)N.COC[C@H](C)N.COC[C@H](C)N.COC[C@H](C)N.COCCNCCOC.COCCNCCOC. The HOMO energy is -8.515 eV.

Atomic partial charges in e from the Mulliken method, atoms 1 to 5: atom 1 (C): -0.503, atom 2 (O): -0.179, atom 3 (C): -1.394, atom 4 (C): 3.599, atom 5 (C): -1.469

Molecular formula: C44H119N9O13
Method: DFT, wB97M-V/def2-TZVPD

Geometry (Å):
1 C -18.3382 -8.8209 11.2641
2 O -19.3174 -7.8497 11.4376
3 C -20.5979 -8.2562 11.8236
4 C -21.4802 -8.6253 10.6202
5 C -21.4884 -7.5057 9.5897
6 N -22.8465 -8.8432 11.1067
7 H -18.6139 -9.5982 10.5420
8 H -18.0546 -9.2598 12.2329
9 H -17.4248 -8.3297 10.9199
10 H -20.5601 -9.0121 12.6190
11 H -21.0801 -7.3798 12.2693
12 H -21.1531 -9.5511 10.1289
13 H -22.0748 -6.6944 10.0283
14 H -22.0899 -7.7957 8.7197
15 H -20.5350 -7.2177 9.1560
16 H -22.9415 -9.5740 11.8067
17 H -23.4089 -9.2439 10.3587
18 C -10.5498 -11.6360 13.6518
19 O -10.2105 -10.2773 13.4252
20 C -10.9903 -9.6548 12.4445
21 C -10.7291 -10.1738 11.0191
22 C -9.2701 -10.1629 10.6155
23 N -11.5259 -9.4327 10.0295
24 H -10.5084 -12.1729 12.7037
25 H -11.5679 -11.7379 14.0514
26 H -9.9024 -12.0298 14.4303
27 H -12.0809 -9.7403 12.5301
28 H -10.7020 -8.6019 12.4170
29 H -11.1394 -11.1938 10.9770
30 H -8.8887 -9.2610 10.1330
31 H -9.0207 -10.9998 9.9515
32 H -8.5445 -10.3533 11.4126
33 H -12.4733 -9.8253 10.0356
34 H -11.2193 -9.7012 9.0969
35 C -7.3390 -5.9867 6.5701
36 O -8.5024 -5.7194 7.3290
37 C -8.5619 -6.3917 8.5632
38 C -9.5802 -5.6116 9.4172
39 C -9.1837 -4.1800 9.7276
40 N -9.8783 -6.2381 10.7312
41 H -7.1054 -7.0559 6.5861
42 H -6.4930 -5.4117 6.9565
43 H -7.5785 -5.7058 5.5460
44 H -8.9890 -7.4009 8.5584
45 H -7.5796 -6.3632 9.0421
46 H -10.5325 -5.6976 8.8793
47 H -8.4434 -3.9733 10.4930
48 H -10.0986 -3.6816 10.0801
49 H -9.0520 -3.6439 8.7824
50 H -10.6739 -5.7252 11.0901
51 H -10.1954 -7.1984 10.6260
52 C -17.9290 -9.5690 6.9974
53 O -16.5518 -9.6436 7.0898
54 C -16.1029 -10.2484 8.2885
55 C -14.5954 -10.2213 8.4147
56 C -13.8362 -11.0106 7.3492
57 N -14.1857 -10.7315 9.7623
58 H -18.4152 -10.5570 6.9185
59 H -18.1864 -8.9482 6.1389
60 H -18.4273 -9.1324 7.8819
61 H -16.5757 -9.7732 9.1508
62 H -16.3641 -11.3152 8.2282
63 H -14.2104 -9.1935 8.4656
64 H -14.2167 -12.0332 7.4711
65 H -12.7921 -11.0907 7.6775
66 H -13.7333 -10.7262 6.3061
67 H -13.7980 -11.6543 9.5459
68 H -15.0451 -10.9996 10.2582
69 C -11.7371 -6.4139 14.4799
70 O -12.3450 -5.7238 15.5552
71 C -11.6317 -4.5997 16.0390
72 C -12.6755 -3.8240 16.9039
73 C -12.4267 -2.3296 16.9361
74 N -12.5864 -4.3173 18.3050
75 H -12.3927 -7.2642 14.3008
76 H -10.7442 -6.8334 14.6765
77 H -11.6173 -5.8277 13.5647
78 H -10.7555 -4.8271 16.6498
79 H -11.3045 -3.9826 15.1952
80 H -13.6806 -4.0666 16.5691
81 H -11.4024 -1.9587 16.9336
82 H -12.9979 -1.8159 17.7081
83 H -12.8759 -1.9201 16.0180
84 H -13.2187 -5.1127 18.3909
85 H -11.7050 -4.7696 18.5305
86 C -18.6848 -5.1496 6.8103
87 O -17.2951 -4.8503 6.7642
88 C -16.9712 -3.4748 6.9452
89 C -15.4677 -3.3331 6.9484
90 C -14.7829 -3.6430 5.6274
91 N -14.8489 -4.1012 8.0200
92 H -19.0610 -5.1197 5.7812
93 H -19.2520 -4.3449 7.2898
94 H -18.7622 -6.1219 7.2842
95 H -17.4606 -2.8621 6.1795
96 H -17.4023 -3.2466 7.9306
97 H -15.2700 -2.2873 7.2201
98 H -13.6935 -3.6212 5.6368
99 H -15.1170 -3.0465 4.7731
100 H -15.0000 -4.6732 5.3278
101 H -15.3715 -4.9466 8.2007
102 H -13.8646 -4.2517 7.8873
103 C -14.9043 -15.2201 14.2216
104 O -15.1498 -14.2090 13.2592
105 C -15.4911 -12.9585 13.8355
106 C -15.1443 -11.8216 12.8693
107 C -14.8236 -10.5249 13.6171
108 N -16.2059 -11.5185 11.9033
109 H -15.1471 -14.9561 15.2557
110 H -13.8333 -15.4307 14.2496
111 H -15.5005 -16.0992 13.9854
112 H -16.5233 -12.8929 14.2038
113 H -14.9184 -12.8410 14.7642
114 H -14.2728 -12.1260 12.2836
115 H -14.1033 -9.8850 13.1138
116 H -14.4037 -10.7402 14.6041
117 H -15.7442 -9.9775 13.8349
118 H -16.5003 -12.4170 11.5309
119 H -16.9772 -11.0164 12.3189
120 C -15.1594 -0.6951 11.1023
121 O -15.8842 -1.8873 11.3418
122 C -16.2708 -2.5357 10.1292
123 C -16.9550 -3.8306 10.5082
124 N -18.3176 -3.6722 11.0124
125 C -18.8541 -4.8768 11.6146
126 C -18.3707 -5.1128 13.0488
127 O -18.7913 -4.0251 13.8403
128 C -18.2294 -3.9349 15.1339
129 H -14.9025 -0.3145 12.0933
130 H -15.8742 0.0098 10.6586
131 H -14.2334 -0.8142 10.5349
132 H -15.3891 -2.8302 9.5485
133 H -16.8955 -1.8376 9.5636
134 H -16.3824 -4.4404 11.2190
135 H -16.9892 -4.4183 9.5798
136 H -18.2950 -2.9258 11.7018
137 H -18.5027 -5.7028 10.9943
138 H -19.9420 -4.9367 11.5578
139 H -17.2771 -5.2336 13.0184
140 H -18.7108 -6.0473 13.5116
141 H -18.8597 -3.1788 15.6024
142 H -17.1965 -3.5760 15.0936
143 H -18.2942 -4.8713 15.6959
144 C -13.6493 -6.9084 22.5626
145 O -14.2429 -7.7432 21.5921
146 C -15.6212 -7.4878 21.4591
147 C -15.9043 -6.1735 20.7458
148 N -16.9872 -6.2685 19.7395
149 C -16.8546 -7.2545 18.6647
150 C -15.7035 -6.9442 17.6968
151 O -15.6645 -8.0051 16.7606
152 C -14.8193 -7.7264 15.6472
153 H -12.5900 -7.0728 22.7364
154 H -14.1267 -6.9842 23.5476
155 H -13.8078 -5.8751 22.2358
156 H -16.0547 -7.4953 22.4666
157 H -16.0993 -8.2941 20.9070
158 H -14.9814 -5.8357 20.2590
159 H -16.3174 -5.3732 21.3608
160 H -17.1820 -5.3787 19.3031
161 H -17.7752 -7.3234 18.0885
162 H -16.6565 -8.2403 19.0821
163 H -14.7325 -6.8411 18.1956
164 H -15.8839 -6.0313 17.1096
165 H -15.3309 -6.9557 15.0662
166 H -14.6921 -8.6436 15.0758
167 H -13.8408 -7.4285 16.0227
168 C -14.8677 -7.1033 12.0987
169 C -14.2917 -6.4769 10.8496
170 O -12.9289 -6.8054 10.6333
171 H -14.2112 -6.8927 12.9454
172 H -14.8672 -8.2006 12.0911
173 H -15.8968 -6.8362 12.3433
174 H -14.3814 -5.4024 11.0204
175 H -14.8642 -6.6826 9.9410
176 H -12.7740 -7.6569 10.1967
177 C -13.1068 -6.4826 6.6138
178 C -12.4590 -7.6858 5.9364
179 O -13.2480 -8.0250 4.7930
180 H -12.6988 -6.5197 7.6292
181 H -14.1910 -6.5180 6.6280
182 H -12.7282 -5.6078 6.0913
183 H -12.4017 -8.5496 6.6139
184 H -11.4071 -7.4538 5.7290
185 H -12.8421 -8.8238 4.4350

The calculation puts the HOMO-LUMO gap at 8.648 eV. As for the relative energy (zero: lowest compared OMol25 entry of this formula, charge and spin): 28.36 kcal per mole. Its SMILES is COC[C@H](C)N.COC[C@H](C)N.COC[C@H](C)N.COC[C@H](C)N.COC[C@H](C)N.COC[C@H](C)N.COC[C@H](C)N.COCCNCCOC.COCCNCCOC.CCO.CCO. The HOMO energy is -8.271 eV.

Atomic partial charges in e from the Mulliken method, atoms 1 to 5: atom 1 (C): -0.972, atom 2 (O): 0.001, atom 3 (C): -1.159, atom 4 (C): 0.834, atom 5 (C): -1.498